Molecular formula: C51H56AlBrCl3Ge2N2OS4Si
Method: DFT, the ωB97M-V functional and the def2-TZVPD basis

```
122
Properties=species:S:1:pos:R:3:forces:R:3
Al -2.870400 -2.191300 0.265390 0.73 0.19 -0.25
C 0.238610 -2.021625 5.833225 0.03 -0.04 -0.06
C 0.979181 -2.199936 4.532427 -0.06 -0.03 0.00
C 1.983972 -1.324780 4.150512 0.04 0.03 -0.02
C 2.648699 -1.466062 2.935722 0.06 0.02 0.06
C 3.741292 -0.504074 2.551045 -0.06 0.04 0.03
C 2.285448 -2.505326 2.078642 -0.02 -0.07 -0.01
C 1.319551 -3.442036 2.472821 -0.06 -0.05 -0.09
C 0.977479 -4.622640 1.602831 0.08 -0.04 0.06
C 0.672792 -3.263030 3.688811 -0.01 0.05 0.03
C 2.980158 -2.646999 0.762427 0.03 -0.05 -0.05
C 4.121018 -3.445007 0.713218 0.02 0.02 0.00
C 4.817589 -3.622615 -0.471198 0.00 0.00 0.03
C 4.378799 -2.991059 -1.622344 -0.05 0.00 0.01
C 3.244309 -2.182173 -1.600981 0.00 -0.03 0.02
C 2.535649 -2.002733 -0.401862 -0.01 0.13 -0.22
Ge 0.782603 -1.080322 -0.438058 -0.21 0.10 0.19
S -0.661149 -2.674005 -0.648406 -0.15 0.11 -0.18
S 0.294658 0.187681 1.397438 0.05 0.18 -0.02
Ge -1.052758 1.207046 -0.167522 0.23 -0.15 0.12
S -2.931179 0.148772 -0.273110 -0.07 0.15 -0.04
S 0.381835 0.630310 -1.837149 -0.04 -0.20 0.14
C -1.207751 3.198199 -0.030073 -0.10 -0.08 -0.05
C -0.072601 4.031548 -0.084679 -0.08 0.06 0.02
C -0.222587 5.414084 -0.209742 0.02 -0.06 0.05
C -1.471647 5.999684 -0.252809 -0.03 0.04 -0.01
C -2.589134 5.197185 -0.134561 -0.02 0.00 0.05
C -2.481268 3.811696 -0.014956 0.12 -0.02 -0.08
C -3.787093 3.102534 0.157231 0.01 -0.02 0.02
C -4.204886 2.714875 1.432971 0.01 0.04 -0.01
C -3.298193 2.869846 2.626460 -0.01 -0.03 -0.05
C -5.449197 2.118725 1.581912 -0.03 -0.03 0.00
C -6.283657 1.890848 0.494069 0.00 -0.01 0.03
C -7.595343 1.172654 0.665731 0.07 0.02 0.01
C -5.851161 2.292519 -0.761645 -0.01 -0.02 -0.01
C -4.614766 2.894851 -0.947608 0.04 0.03 -0.06
C -4.141677 3.234908 -2.337385 -0.01 -0.02 0.05
C 1.346523 3.600922 0.115691 0.01 -0.01 -0.10
C 1.826949 3.509770 1.425437 0.05 0.06 0.01
C 0.935349 3.785668 2.610671 0.06 -0.10 -0.06
C 3.177881 3.243672 1.633253 -0.06 0.00 0.05
C 4.066887 3.122625 0.578308 0.03 0.00 -0.03
C 5.524983 2.831066 0.815378 -0.03 -0.02 -0.01
C 3.580070 3.290729 -0.712666 0.03 -0.01 0.00
C 2.236569 3.524631 -0.965238 -0.07 -0.11 -0.05
C 1.765440 3.679252 -2.387035 -0.02 0.02 0.02
C 2.839522 -1.489717 -2.865311 0.03 0.01 0.03
C 1.916379 -2.049572 -3.748981 0.02 -0.01 0.03
C 1.299984 -3.407535 -3.531967 -0.02 0.03 0.00
C 1.545181 -1.320259 -4.880085 -0.02 0.01 0.00
C 2.076237 -0.073624 -5.154651 -0.02 0.01 -0.04
C 1.628628 0.719843 -6.354414 0.02 -0.02 0.05
C 3.035761 0.443540 -4.286637 0.03 0.00 0.00
C 3.427199 -0.245837 -3.152384 -0.05 0.00 0.04
C 4.435280 0.353527 -2.208321 -0.05 -0.02 -0.03
H 0.465910 -1.057095 6.287096 0.00 0.00 0.00
H 0.506844 -2.803804 6.547568 0.00 0.01 0.00
H -0.840349 -2.079937 5.676381 0.01 0.01 0.01
H 2.247434 -0.495769 4.800733 0.00 -0.02 -0.01
H 4.021589 0.115038 3.404234 0.00 0.01 -0.02
H 3.412174 0.160252 1.748295 -0.02 0.02 -0.04
H 4.627438 -1.034829 2.197581 -0.01 0.03 0.00
H 1.865125 -5.217913 1.377285 0.03 -0.02 0.04
H 0.551726 -4.283760 0.654060 0.08 -0.08 0.13
H 0.245651 -5.261574 2.099915 -0.01 0.00 0.01
H -0.099648 -3.968994 3.981018 0.01 0.02 -0.03
H 4.460086 -3.926794 1.624255 -0.02 0.00 -0.01
H 5.701669 -4.249147 -0.493205 -0.02 0.00 -0.01
H 4.910457 -3.120261 -2.558488 0.00 0.01 0.01
H 0.672262 6.025599 -0.242879 0.00 0.00 -0.01
H -1.574076 7.074027 -0.350791 0.01 -0.01 0.00
H -3.580806 5.635886 -0.125860 0.01 -0.02 0.00
H -2.806767 3.844477 2.642590 0.00 -0.01 0.01
H -2.508607 2.109436 2.607131 -0.01 0.02 -0.01
H -3.858780 2.742981 3.553064 0.01 0.00 0.00
H -5.766487 1.792291 2.568680 0.03 0.02 -0.03
H -8.080366 1.454000 1.602128 0.00 -0.01 -0.01
H -7.425310 0.094549 0.687924 0.00 -0.04 0.00
H -8.276083 1.390033 -0.158158 0.01 0.00 0.01
H -6.478486 2.096900 -1.626186 0.02 0.00 0.02
H -4.886780 2.942499 -3.077060 0.02 0.00 0.01
H -3.214536 2.700502 -2.563907 -0.03 0.00 0.00
H -3.938286 4.302212 -2.450251 0.00 -0.01 -0.01
H 0.330823 4.680433 2.446960 0.02 -0.04 0.02
H 1.535064 3.930909 3.510492 -0.01 -0.01 -0.03
H 0.250168 2.958417 2.795545 -0.09 -0.09 -0.02
H 3.545071 3.159026 2.651081 0.00 0.00 0.01
H 5.780956 2.939910 1.869652 0.01 -0.01 -0.01
H 6.157997 3.506728 0.237344 0.02 -0.01 0.00
H 5.773577 1.809797 0.513548 -0.01 0.00 0.00
H 4.268056 3.234020 -1.550773 -0.02 0.02 0.03
H 2.615334 3.781531 -3.063082 0.00 0.01 0.01
H 1.116110 4.545784 -2.509860 0.00 0.06 0.01
H 1.194646 2.797427 -2.691041 0.09 0.14 0.00
H 1.801647 -3.963998 -2.741199 -0.01 0.01 0.00
H 1.346180 -3.990723 -4.454671 0.02 0.01 0.02
H 0.250230 -3.308257 -3.248948 0.01 0.00 -0.01
H 0.801523 -1.743117 -5.549132 0.02 0.01 0.02
H 0.883684 0.172257 -6.931184 0.01 0.01 0.00
H 2.470963 0.950444 -7.010550 -0.01 0.01 0.00
H 1.183522 1.667538 -6.043116 0.00 -0.01 -0.01
H 3.470896 1.418688 -4.489828 -0.01 -0.04 0.00
H 4.891461 1.240328 -2.648736 -0.01 -0.01 0.01
H 5.224316 -0.357713 -1.958928 0.00 0.01 0.00
H 3.951253 0.649117 -1.273196 0.02 -0.01 0.01
O -2.007289 -1.829803 2.019081 0.02 -0.32 0.31
H -2.604083 -1.337278 2.600385 -0.12 0.05 -0.16
H -1.157921 -1.331699 1.976305 0.07 0.13 -0.14
Br -4.948781 -2.027016 1.487731 -0.47 0.09 0.21
Cl -5.406253 -1.295761 -2.712305 -0.04 0.14 0.01
Si -4.074901 -2.690493 -1.917436 -0.08 -0.33 0.12
Cl -2.915539 -3.225742 -3.606840 0.04 0.00 0.00
Cl -5.342723 -4.421109 -1.758520 0.12 0.08 -0.01
N -2.536259 -6.371285 0.485653 -0.10 -0.04 0.05
C -2.989265 -6.190817 1.778719 0.04 0.07 -0.09
C -3.138202 -4.849932 1.925264 0.03 0.03 -0.01
N -2.784214 -4.221531 0.751983 -0.12 -0.03 -0.06
C -2.437641 -5.164780 -0.095487 0.08 0.01 0.13
H -2.381554 -7.249560 0.025548 0.04 0.00 -0.02
H -3.163066 -7.009608 2.453738 0.01 0.01 -0.04
H -3.486740 -4.289203 2.774973 0.00 0.00 -0.05
H -2.084042 -5.004683 -1.102193 -0.09 0.00 0.00
```
Forces are in eV/Å.

## Properties
**Charge**: -1
**LUMO**: 2.24 eV
**Electronic energy**: -337301.1794 eV
**Orbital gap**: 7.34 eV
**F_max**: 0.79 eV/Å
**E_HOMO**: -5.11 eV